Entry 1:
Density functional theory data (the ωB97M-V functional and the def2-TZVPD basis) for 2 unconnected molecules or ions with the total composition C3H4NO in a non-equilibrium geometry.

Geometry as XYZ:
```
9
Properties=species:S:1:pos:R:3
O 0.2607 2.0002 2.0118
N 0.6653 0.9182 2.5344
C 0.8265 -0.6640 0.6607
C -0.7148 -0.6473 -1.5229
C 0.0744 -0.5601 -0.3137
H 1.6866 0.8515 2.3201
H -1.4908 0.1689 -1.6326
H -0.1396 -0.4528 -2.4227
H -1.1683 -1.6147 -1.6351
```

Summary:
Total charge   -1
Highest occupied orbital energy (spin up / spin down)   -2.565 / -3.078 eV
Multiplicity   3
Energy relative to the best compared isomer or geometry (same formula, charge and spin)   27.15 kJ/mol
Frontier orbital gap (spin up / spin down)   0.260 / 0.247 hartree
Expectation value of S²   2.0093



Entry 2:
Density functional theory data (the ωB97M-V functional and the def2-TZVPD basis) for 2 unconnected molecules or ions with the total composition C3H9NS2 in a non-equilibrium geometry.

Geometry as XYZ:
```
15
Properties=species:S:1:pos:R:3
S -0.1934 1.8981 1.4660
S 0.3022 -0.1859 1.8320
N -0.4754 -0.5198 -1.4267
C -0.5756 -0.8130 -2.8311
C 1.6479 -0.2841 0.5629
C -0.9821 -2.0311 -3.1617
H -1.1239 1.7718 0.5100
H 0.0535 0.3648 -1.1567
H 2.2423 -1.1570 1.0604
H 2.3334 0.5162 0.6604
H -1.1822 -0.9858 -0.7321
H -1.5591 -2.5898 -2.4320
H 1.4929 -0.4713 -0.4637
H -0.3698 0.0324 -3.5440
H -0.8407 -2.4694 -4.1039
```

Summary:
Highest occupied orbital energy   -8.126 eV
Multiplicity   1
Energy relative to the best compared isomer or geometry (same formula, charge and spin)   217.52 kJ/mol
Frontier orbital gap   0.304 hartree



Entry 3:
Density functional theory data (the ωB97M-V functional and the def2-TZVPD basis) for C4H4O2 in the gas phase.

Geometry as XYZ:
```
10
Properties=species:S:1:pos:R:3
O 1.0161 -1.5892 -1.3403
O -0.2969 0.1029 -0.6783
C 0.0141 -0.7248 -1.5900
C -0.7994 1.9063 2.2121
C -0.3367 1.1071 1.4264
C 0.2217 0.1646 0.5552
H 1.0067 -0.5334 0.8006
H 0.8210 -2.4543 -1.7222
H -1.2073 2.6128 2.8997
H -0.4394 -0.5920 -2.5632
```

Summary:
Highest occupied orbital energy (spin up / spin down)   -6.766 / -7.016 eV
Multiplicity   1
Energy relative to the best compared isomer or geometry (same formula, charge and spin)   438.80 kJ/mol
Frontier orbital gap (spin up / spin down)   0.264 / 0.274 hartree



Entry 4:
Density functional theory data (the ωB97M-V functional and the def2-TZVPD basis) for a molecular structure, C29H35N7P2Sn in a non-equilibrium geometry.

Geometry as XYZ:
```
74
Properties=species:S:1:pos:R:3
Sn -0.6165 -2.5731 0.4223
P -0.7724 1.4274 -1.5585
P -0.0380 2.0966 1.5180
N -3.2564 5.0874 1.4224
N 0.8079 2.5836 2.9186
N -0.3639 0.4374 2.3331
N -2.4032 2.9139 2.2085
N -0.1752 2.6099 -2.6628
N -1.0328 0.1446 -2.9321
N -4.5386 6.9540 2.3982
C -0.7844 -1.3246 -4.6709
C 1.3550 1.5926 0.3951
C 1.0747 3.2205 -2.8191
C 0.9655 4.2839 -3.7133
C 2.8267 -2.7520 0.2659
C -0.0763 -5.0371 -1.1231
C -1.5539 -1.2256 3.3446
C -3.9205 6.0316 2.0076
C -2.8472 3.9669 1.8945
C 1.8000 1.9171 3.6479
C -0.4107 4.3308 -4.1467
C -0.2067 -1.6636 3.2121
C 1.7680 -2.9986 1.2733
C -1.5916 0.0862 2.8803
C 0.4906 -0.6459 2.5379
C 2.1164 2.6674 4.7707
C -2.5359 -1.0148 0.3361
C 0.4732 3.7430 3.6343
C 2.3451 -2.8752 -1.1898
C -0.1472 -0.3462 -3.8891
C -2.2469 -0.5399 -3.0994
C -1.0746 3.2938 -3.5047
C -0.0893 -3.6322 -1.6344
C 1.2664 3.8248 4.7598
C 0.8671 -2.5867 -1.3684
C 0.8653 -5.1754 0.1046
C -2.1317 -1.4438 -4.1681
C 0.7706 -4.0447 1.1476
C 0.8661 0.8074 -0.8403
H 0.6679 -6.1210 0.6418
H 2.1730 0.9576 3.3383
H 0.8437 0.0399 -3.9757
H 0.2582 -4.2853 2.0956
H 1.9073 -5.1819 -0.2443
H 2.1291 1.0545 0.9463
H -2.3732 0.8094 2.9313
H 3.2422 -1.7533 0.4500
H 2.0614 -2.7266 2.2938
H 0.1222 -5.8177 -1.8846
H 0.7469 -0.2592 -0.5605
H 0.6465 -1.6621 -1.9021
H 1.2595 4.6326 5.4997
H 1.7527 4.9792 -4.0039
H -0.3533 4.3489 3.2835
H -2.3887 -1.8169 3.6795
H -2.0949 2.9756 -3.5692
H 1.5445 -0.5749 2.2735
H 2.8529 2.3909 5.5187
H -0.8333 -3.3728 -2.3740
H 0.2300 -2.6071 3.5706
H 1.8354 2.5134 0.0533
H -3.0887 -0.2843 -2.4999
H -0.3579 -1.8541 -5.4988
H -2.2287 0.0470 0.2557
H 1.9391 2.8311 -2.3151
H 3.6835 -3.4259 0.4212
H 2.4991 -3.9078 -1.5143
H -3.1762 -1.1189 1.2334
H 2.9897 -2.2556 -1.8543
H -2.9016 -2.0950 -4.5333
H -1.1149 -5.1946 -0.8028
H -3.1099 -1.2850 -0.5599
H -0.8318 5.0336 -4.8619
H 1.6235 0.8447 -1.6446
```

Summary:
Highest occupied orbital energy   -6.954 eV
Multiplicity   1
Energy relative to the best compared isomer or geometry (same formula, charge and spin)   459.95 kJ/mol
Frontier orbital gap   0.182 hartree



Entry 5:
Density functional theory data (the ωB97M-V functional and the def2-TZVPD basis) for 2 unconnected molecules or ions with the total composition C5H10O in a non-equilibrium geometry.

Geometry as XYZ:
```
16
Properties=species:S:1:pos:R:3
O 1.8569 -1.1560 0.4904
C -0.6144 -0.7071 1.3444
C 0.2974 0.2680 1.1498
C -0.3504 0.7757 -0.1154
C 0.3372 0.8091 -1.4766
C -1.4335 -0.3219 0.1296
H 1.9594 -0.9332 -0.4423
H -2.4044 0.0960 0.4068
H 0.6025 -0.1940 -1.8344
H 0.9157 -1.4578 0.6309
H 1.2447 1.4232 -1.4659
H -0.7260 1.7757 0.1227
H -0.8449 -1.2961 2.2242
H -0.3419 1.2355 -2.2253
H 1.0786 0.7220 1.7512
H -1.5769 -1.0391 -0.6902
```

Summary:
Highest occupied orbital energy   -8.733 eV
Multiplicity   1
Energy relative to the best compared isomer or geometry (same formula, charge and spin)   261.39 kJ/mol
Frontier orbital gap   0.358 hartree



Entry 6:
Density functional theory data (the ωB97M-V functional and the def2-TZVPD basis) for 4 unconnected molecules or ions with the total composition C24H28Br2F9N3O8 in a non-equilibrium geometry.

Geometry as XYZ:
```
74
Properties=species:S:1:pos:R:3
Br 3.1734 6.2000 -3.2598
Br 3.6466 2.2971 -3.6565
F 2.1055 4.0770 -1.8836
F 0.5862 0.4808 3.1774
F 2.1424 2.9579 3.2973
F -0.3226 2.3185 1.9574
F 0.8861 5.2491 -4.8363
F 3.4037 -0.0851 2.5550
F 4.4645 1.9927 3.0533
F 3.1501 4.3411 -5.3809
F 2.1271 3.2007 0.9228
O 4.9233 2.5164 0.1139
O -2.4560 1.3424 -3.7075
O -5.2241 -1.4334 0.5643
O -2.1382 -0.9379 8.6861
O 1.5556 -0.5935 0.2366
O 4.7529 0.0883 -0.1178
O -2.0413 -0.4111 1.7976
O 3.3983 -0.3731 -4.1058
N 3.5863 -2.5628 -4.5730
N -7.0380 -2.1806 -0.5309
N -1.1218 -0.9570 6.6824
C -0.1509 0.3873 8.4971
C 0.6717 0.3305 0.6214
C 0.8040 1.3118 1.9359
C 4.2727 -3.8001 -4.8583
C -1.2107 -0.5454 7.9792
C -2.1234 0.1045 0.5543
C -3.6525 0.8614 -1.5078
C 0.5951 2.6517 -3.4580
C -6.0564 -2.3255 0.4042
C 2.0334 3.4749 -3.2608
C 0.6507 1.2946 -2.5372
C 2.1778 4.7584 -4.3032
C -0.1178 -0.6097 5.7053
C -3.6121 0.3772 -0.0834
C -8.0945 -3.1064 -0.8629
C 3.5693 1.3042 2.0496
C -6.0347 -3.5928 1.2132
C 4.4384 1.3510 0.6220
C -0.7255 0.4941 -0.2710
C 4.1302 -1.3353 -4.3350
C 2.1888 2.1869 2.0006
C -0.7304 0.9584 -1.7157
C -2.2526 1.0579 -2.4002
C 5.6285 -1.2104 -4.3638
H 6.0706 -1.8520 -3.5970
H 1.5485 1.4201 -1.7929
H 3.9964 -4.5255 -4.0896
H -0.3528 0.6282 9.5438
H -4.7320 1.0838 -1.9532
H -8.0557 -4.0160 -0.2623
H -0.3298 3.3486 -3.2396
H -0.1582 1.3161 7.9206
H -6.9883 -1.3031 -1.0355
H -6.9629 -3.6869 1.7831
H -5.1985 -3.5660 1.9163
H 6.0060 -1.4830 -5.3529
H 4.1136 0.0936 -0.8932
H -1.8695 -1.5827 6.4055
H 5.9152 -0.1763 -4.1570
H 5.3568 -3.6817 -4.8733
H 0.8296 -0.0919 8.4352
H 2.5736 -2.5691 -4.5371
H 0.8828 0.3927 -3.2784
H 0.6378 0.0670 6.1063
H 3.9323 -4.1593 -5.8322
H 0.5827 2.3169 -4.5966
H -0.6191 -0.1348 4.8588
H -9.0499 -2.6027 -0.6992
H -7.9991 -3.3641 -1.9202
H -5.9041 -4.4541 0.5528
H -4.5467 0.2081 0.6007
H 0.3613 -1.5322 5.3695
```

Summary:
Highest occupied orbital energy   -9.046 eV
Multiplicity   1
Frontier orbital gap   0.251 hartree



What did the fourth record say?
Density functional theory data (the ωB97M-V functional and the def2-TZVPD basis) for a molecular structure, C29H35N7P2Sn in a non-equilibrium geometry.

Geometry as XYZ:
```
74
Properties=species:S:1:pos:R:3
Sn -0.6165 -2.5731 0.4223
P -0.7724 1.4274 -1.5585
P -0.0380 2.0966 1.5180
N -3.2564 5.0874 1.4224
N 0.8079 2.5836 2.9186
N -0.3639 0.4374 2.3331
N -2.4032 2.9139 2.2085
N -0.1752 2.6099 -2.6628
N -1.0328 0.1446 -2.9321
N -4.5386 6.9540 2.3982
C -0.7844 -1.3246 -4.6709
C 1.3550 1.5926 0.3951
C 1.0747 3.2205 -2.8191
C 0.9655 4.2839 -3.7133
C 2.8267 -2.7520 0.2659
C -0.0763 -5.0371 -1.1231
C -1.5539 -1.2256 3.3446
C -3.9205 6.0316 2.0076
C -2.8472 3.9669 1.8945
C 1.8000 1.9171 3.6479
C -0.4107 4.3308 -4.1467
C -0.2067 -1.6636 3.2121
C 1.7680 -2.9986 1.2733
C -1.5916 0.0862 2.8803
C 0.4906 -0.6459 2.5379
C 2.1164 2.6674 4.7707
C -2.5359 -1.0148 0.3361
C 0.4732 3.7430 3.6343
C 2.3451 -2.8752 -1.1898
C -0.1472 -0.3462 -3.8891
C -2.2469 -0.5399 -3.0994
C -1.0746 3.2938 -3.5047
C -0.0893 -3.6322 -1.6344
C 1.2664 3.8248 4.7598
C 0.8671 -2.5867 -1.3684
C 0.8653 -5.1754 0.1046
C -2.1317 -1.4438 -4.1681
C 0.7706 -4.0447 1.1476
C 0.8661 0.8074 -0.8403
H 0.6679 -6.1210 0.6418
H 2.1730 0.9576 3.3383
H 0.8437 0.0399 -3.9757
H 0.2582 -4.2853 2.0956
H 1.9073 -5.1819 -0.2443
H 2.1291 1.0545 0.9463
H -2.3732 0.8094 2.9313
H 3.2422 -1.7533 0.4500
H 2.0614 -2.7266 2.2938
H 0.1222 -5.8177 -1.8846
H 0.7469 -0.2592 -0.5605
H 0.6465 -1.6621 -1.9021
H 1.2595 4.6326 5.4997
H 1.7527 4.9792 -4.0039
H -0.3533 4.3489 3.2835
H -2.3887 -1.8169 3.6795
H -2.0949 2.9756 -3.5692
H 1.5445 -0.5749 2.2735
H 2.8529 2.3909 5.5187
H -0.8333 -3.3728 -2.3740
H 0.2300 -2.6071 3.5706
H 1.8354 2.5134 0.0533
H -3.0887 -0.2843 -2.4999
H -0.3579 -1.8541 -5.4988
H -2.2287 0.0470 0.2557
H 1.9391 2.8311 -2.3151
H 3.6835 -3.4259 0.4212
H 2.4991 -3.9078 -1.5143
H -3.1762 -1.1189 1.2334
H 2.9897 -2.2556 -1.8543
H -2.9016 -2.0950 -4.5333
H -1.1149 -5.1946 -0.8028
H -3.1099 -1.2850 -0.5599
H -0.8318 5.0336 -4.8619
H 1.6235 0.8447 -1.6446
```

Summary:
Highest occupied orbital energy   -6.954 eV
Multiplicity   1
Energy relative to the best compared isomer or geometry (same formula, charge and spin)   459.95 kJ/mol
Frontier orbital gap   0.182 hartree



Question: Number 4 is which compound?
Answer: C29H35N7P2Sn